No. 1
Below is C2H6N2O2 in the gas phase, with properties calculated with ωB97M-V/def2-TZVPD.

Each line ends with the natural charge from an NBO analysis.
CARTESIAN COORDINATES (ANGSTROEM)
O  2.1627  -0.7653  -0.7108  -0.37
O  1.7035  0.3583  1.0726  -0.37
N  1.4487  -0.0786  -0.0070  0.53
N  -0.4483  1.5469  0.0804  -0.81
C  0.0896  0.2189  -0.5395  0.03
C  -0.8047  -0.9574  -0.0131  -0.62
H  0.1860  1.7649  0.7625  0.37
H  0.0389  0.3681  -1.6439  0.23
H  -0.6544  -1.8201  -0.6288  0.23
H  -0.5614  -1.2364  0.9856  0.22
H  -1.7852  -0.6506  0.1141  0.21
H  -1.3753  1.2512  0.5278  0.35

Calculated values
LUMO energy (eV): 0.27
HOMO (eV): -10.314
ΔE to the lowest compared entry with this formula, charge and spin (kcal/mol): 98.1
HOMO-LUMO gap (eV): 10.59

No. 2
Below is 10 unconnected molecules or ions with the total composition C26H45B2N11O4, with properties calculated with ωB97M-V/def2-TZVPD.

Each line ends with the Löwdin charge.
CARTESIAN COORDINATES (ANGSTROEM)
O  5.1874  0.3186  -2.2653  0.00
O  3.1404  3.2155  0.7375  0.01
O  4.4693  0.8815  1.6817  -0.11
O  4.1699  -0.9830  0.1797  -0.03
N  6.9598  4.3997  -3.5674  0.10
N  -4.3778  3.0743  1.0160  0.06
N  -0.7123  4.1778  -4.0481  0.04
N  0.6535  4.1101  -3.3320  -0.08
N  -0.3870  -3.3691  1.3282  0.09
N  -5.4811  -4.3663  3.9853  0.09
N  3.8687  -5.8962  -1.0843  0.10
N  -10.5550  -4.1830  4.6993  0.10
N  0.8802  1.9512  0.5937  -0.13
N  -8.3650  -0.4961  3.2954  0.08
N  -6.0418  -2.0799  0.0136  0.10
C  -2.8104  -5.1046  3.7494  -0.08
C  4.7207  -4.3103  -3.2038  -0.07
C  3.2064  5.2130  -3.3263  -0.11
C  -8.5028  -1.6717  2.8606  -0.19
C  3.0488  0.8884  2.0643  -0.08
C  2.3395  -3.7311  0.9179  -0.07
C  0.8492  -3.5332  1.1421  -0.17
C  -5.0860  2.1291  1.4575  -0.22
C  7.7556  3.5944  -4.1225  -0.19
C  -10.3672  -3.4931  5.7378  -0.19
C  8.7150  2.6238  -4.7918  -0.08
C  -10.1408  -2.6614  6.9898  -0.08
C  7.0675  2.6102  0.6018  -0.14
C  -1.7934  4.1077  -4.6933  -0.02
C  -8.6687  -3.0887  2.3364  -0.10
C  0.4983  3.2810  -0.0209  -0.13
C  -4.8309  -2.4146  -0.0934  -0.18
C  -5.9398  0.9896  1.9896  -0.11
C  -3.3711  -2.8182  -0.2224  -0.09
C  4.2550  -5.1771  -2.0453  -0.19
C  0.7068  0.9361  -0.5163  -0.11
C  4.6947  0.2573  0.3690  -0.13
C  -3.0966  4.0231  -5.4709  -0.07
C  1.8110  4.6102  -3.3294  -0.12
C  -4.2702  -4.7011  3.8784  -0.20
C  6.5356  2.1763  -0.8865  -0.17
B  2.3079  2.0234  1.1062  -0.39
B  5.4800  0.9174  -0.9150  -0.24
H  6.0485  3.0929  -1.4275  0.10
H  0.6296  1.4180  -1.5941  0.10
H  -2.7382  -6.1629  3.4837  0.08
H  -2.8535  -2.6532  0.7266  0.04
H  -8.3364  -3.1428  1.2961  0.05
H  -3.2989  -3.8764  -0.4880  0.08
H  5.7989  -0.4990  -2.2786  0.12
H  -6.9108  1.3722  2.3157  0.05
H  4.9032  -3.2898  -2.8560  0.07
H  7.4974  1.8290  -1.5026  0.12
H  8.1606  1.7757  -5.2031  0.08
H  3.3135  5.9092  -4.1625  0.05
H  -8.0722  -3.7807  2.9372  0.05
H  -3.8474  4.6721  -5.0119  0.08
H  2.7389  -4.4280  1.6598  0.08
H  2.5154  -4.1365  -0.0822  0.03
H  3.9546  4.4216  -3.4237  0.04
H  -0.3403  0.4051  -0.3237  0.10
H  -6.0961  0.2434  1.2058  0.03
H  -2.9352  4.3410  -6.5046  0.08
H  -10.3714  -3.2552  7.8786  0.07
H  -5.4407  0.5149  2.8388  0.07
H  3.3777  5.7516  -2.3902  0.07
H  0.9945  3.5011  -1.0647  0.06
H  -0.6805  3.2731  -0.2000  0.11
H  1.5561  0.1310  -0.5682  0.09
H  3.9554  -4.2887  -3.9845  0.08
H  6.2122  2.8037  1.3935  0.09
H  0.7038  4.1709  0.7288  0.11
H  2.8608  -2.7745  1.0112  0.05
H  -2.3261  -4.5083  2.9713  0.04
H  9.2492  3.1268  -5.6024  0.08
H  -2.2928  -4.9397  4.6983  0.08
H  -9.0975  -2.3377  7.0387  0.08
H  2.5257  -0.1667  2.0348  0.13
H  -10.7869  -1.7794  6.9734  0.08
H  2.9234  1.2716  3.1879  0.15
H  -2.8869  -2.2219  -1.0005  0.08
H  5.6460  -4.7144  -3.6234  0.08
H  7.9231  1.8910  1.0207  0.09
H  -3.4662  2.9940  -5.4685  0.07
H  3.4352  3.0808  -0.2278  0.12
H  9.4409  2.2545  -4.0622  0.07
H  7.6096  3.6648  0.4636  0.09
H  -9.7198  -3.3854  2.3903  0.05

Calculated values
LUMO energy (eV): -1.28
HOMO (eV): -5.851
HOMO-LUMO gap (eV): 4.57

No. 3
Below is C5H8O2 in the gas phase, with properties calculated with ωB97M-V/def2-TZVPD.

Each line ends with the natural charge from an NBO analysis.
CARTESIAN COORDINATES (ANGSTROEM)
O  1.0652  1.1184  -1.0710  -0.49
O  -2.1030  0.9085  0.8374  -0.70
C  -1.2305  -0.1924  0.7848  0.11
C  0.2475  0.1259  1.1452  -0.46
C  -0.7806  -0.6037  -0.6447  -0.46
C  1.8590  -0.0666  -1.0402  -0.11
C  0.5844  0.0068  -0.3388  0.20
H  -0.7499  -1.6869  -0.8016  0.22
H  2.7910  0.0132  -0.4797  0.18
H  0.4161  1.1097  1.5943  0.23
H  -1.3358  -0.1324  -1.4618  0.23
H  1.9260  -0.6064  -1.9853  0.18
H  0.7247  -0.6434  1.7612  0.22
H  -1.7078  1.6266  0.3236  0.46
H  -1.7062  -0.9773  1.3768  0.18

Calculated values
LUMO energy (eV): 0.93
HOMO (eV): -10.192
ΔE to the lowest compared entry with this formula, charge and spin (kcal/mol): 52.4
HOMO-LUMO gap (eV): 11.12

No. 4
Below is C3H2N2O2 in the gas phase, with properties calculated with ωB97M-V/def2-TZVPD.

Each line ends with the natural charge from an NBO analysis.
CARTESIAN COORDINATES (ANGSTROEM)
O  -0.4744  -1.1713  -0.3851  -0.35
O  0.7969  -0.9936  -2.3719  -0.51
N  -0.1598  0.1927  -0.2202  -0.07
N  -0.5964  3.2699  1.3202  -0.22
C  -0.0856  0.5850  1.0639  -0.04
C  0.0237  2.0876  1.2182  0.19
C  0.1628  -1.4819  -1.4900  0.67
H  0.3387  -2.7098  -1.3320  0.07
H  -0.0060  0.2214  2.1968  0.26

Calculated values
LUMO energy (eV): -1.38
HOMO (eV): -10.714
ΔE to the lowest compared entry with this formula, charge and spin (kcal/mol): 136.6
HOMO-LUMO gap (eV): 9.34

No. 5
Below is C5H7NO in the gas phase, with properties calculated with ωB97M-V/def2-TZVPD.

Each line ends with the natural charge from an NBO analysis.
CARTESIAN COORDINATES (ANGSTROEM)
O  0.7356  1.4647  1.3500  -0.32
N  -1.7490  0.7090  -0.1489  -0.56
C  0.6172  0.2936  -1.0833  -0.08
C  1.7312  -0.0764  -0.1831  -0.43
C  0.6549  0.2078  1.0005  0.07
C  -1.6811  -0.7206  -0.2174  -0.23
C  -0.4160  0.1295  -0.1194  0.01
H  -1.9284  1.0562  0.7930  0.36
H  0.6383  -0.5749  1.7942  0.15
H  2.5407  0.6444  -0.0641  0.23
H  -1.8880  -1.3254  0.6660  0.19
H  2.1599  -1.0587  -0.4554  0.22
H  -1.9861  -1.1651  -1.1632  0.20
H  0.5709  0.4158  -2.1690  0.19

Calculated values
LUMO energy (spin up / spin down) (eV): 0.27 / -1.81
HOMO (spin up / spin down) (eV): -9.824 / -7.605
ΔE to the lowest compared entry with this formula, charge and spin (kcal/mol): 145.6
HOMO-LUMO gap (spin up / spin down) (eV): 10.10 / 5.79

No. 6
Below is 15 unconnected molecules or ions with the total composition H30O15, with properties calculated with ωB97M-V/def2-TZVPD.

Each line ends with the natural charge from an NBO analysis.
CARTESIAN COORDINATES (ANGSTROEM)
O  3.1091  -2.7192  2.0807  -0.91
O  -3.4383  -2.6401  1.8043  -0.93
O  -0.9314  -3.0673  -2.8825  -0.93
O  2.8976  -1.0804  3.4131  -0.92
O  2.4286  -1.8648  -3.6316  -0.93
O  -2.6168  1.4169  2.1227  -0.94
O  0.7125  2.4521  -1.4110  -0.95
O  -3.6657  1.6467  -3.4263  -0.94
O  1.4180  1.2865  3.0186  -0.92
O  -0.3209  0.3831  -0.4693  -0.97
O  -1.8998  5.3140  1.9594  -0.94
O  -0.9205  -3.4439  1.6775  -0.92
O  0.3873  -2.5822  -0.7589  -0.94
O  0.1555  1.4649  -3.1568  -0.93
O  2.8233  3.1332  -0.2287  -0.94
H  -1.9781  4.4454  1.5491  0.47
H  -0.2768  -1.9111  -0.9526  0.46
H  0.5202  1.5775  -4.0418  0.47
H  2.1265  -0.5878  3.1105  0.45
H  -4.1635  2.4695  -3.4916  0.47
H  0.7870  1.0437  3.7055  0.46
H  -0.8990  -3.0684  -1.9192  0.48
H  -2.1775  1.2241  2.9587  0.47
H  1.6012  -2.1147  -4.0582  0.46
H  -3.3643  1.4829  -4.3271  0.47
H  -1.0097  5.3194  2.3290  0.47
H  3.1087  -2.1624  -4.2463  0.47
H  0.8756  1.5470  -1.1227  0.46
H  3.3080  2.5140  0.3287  0.48
H  -1.4356  -3.0114  0.9871  0.47
H  2.3685  -2.1725  1.7949  0.45
H  -3.2858  2.0707  2.3547  0.48
H  1.0440  -2.1162  -0.2291  0.49
H  3.1443  3.9988  0.0483  0.47
H  2.7734  -1.1482  4.3665  0.47
H  -0.6964  1.2602  -0.3326  0.51
H  -0.2262  0.3150  -1.4260  0.48
H  2.9820  -3.5508  1.6102  0.45
H  -0.6318  0.9261  -3.2943  0.46
H  -4.1591  -2.0317  1.6060  0.48
H  1.5581  2.7385  -1.7741  0.48
H  -2.6840  -2.0636  1.9710  0.45
H  -1.1608  -2.9695  2.4814  0.45
H  1.1558  0.7528  2.2601  0.47
H  -0.3125  -2.3737  -3.1371  0.45

Calculated values
LUMO energy (eV): -0.40
HOMO (eV): -9.110
ΔE to the lowest compared entry with this formula, charge and spin (kcal/mol): 144.4
HOMO-LUMO gap (eV): 8.71

No. 7
Below is a gas-phase ion, C4H7N2O2S (charge +1), with properties calculated with ωB97M-V/def2-TZVPD.

Each line ends with the natural charge from an NBO analysis.
CARTESIAN COORDINATES (ANGSTROEM)
S  2.1217  1.9054  -0.2998  0.17
O  1.6985  -0.5273  0.5007  -0.61
O  -2.1605  0.5978  1.9413  -0.46
N  -0.1181  0.9808  0.9898  -0.71
N  -0.0064  -0.1946  -1.4884  -0.79
C  -1.4137  0.1925  1.0854  0.67
C  -0.8288  -1.1023  -0.9380  0.12
C  -1.5010  -0.9954  0.2420  -0.45
C  1.0722  0.6476  0.4382  0.59
H  -0.4811  0.6846  -1.5039  0.40
H  0.4960  -0.3767  -2.3233  0.42
H  -2.0960  -1.6714  0.6813  0.26
H  1.1001  -1.2029  0.8481  0.52
H  3.2658  1.2102  -0.2153  0.18
H  -0.3283  1.8286  1.4889  0.47
H  -0.8203  -1.9768  -1.4471  0.21

Calculated values
LUMO energy (eV): -5.25
Total charge: +1
HOMO (eV): -13.840
ΔE to the lowest compared entry with this formula, charge and spin (kcal/mol): 30.6
HOMO-LUMO gap (eV): 8.59

No. 8
Below is C11H10O in the gas phase, with properties calculated with ωB97M-V/def2-TZVPD.

Each line ends with the natural charge from an NBO analysis.
CARTESIAN COORDINATES (ANGSTROEM)
O  0.3977  0.4599  -2.1750  -0.66
C  -0.3891  -2.3029  -0.0797  -0.19
C  1.8056  -1.0899  0.2453  -0.18
C  -1.3410  -1.4335  -0.3176  -0.26
C  -1.1508  0.0464  -0.1798  -0.01
C  0.2395  0.7302  -0.8342  0.16
C  1.2539  0.2375  0.1710  -0.04
C  -2.1637  0.8327  0.2187  -0.38
C  1.1005  -2.1977  0.0215  -0.24
C  1.7212  1.2525  0.9499  -0.21
C  0.1941  2.1832  -0.5042  -0.20
C  1.0425  2.4625  0.5137  -0.20
H  2.8682  -1.0073  0.2708  0.22
H  -2.0598  1.8465  0.1208  0.21
H  -3.0795  0.4001  0.6881  0.20
H  -0.1216  2.8348  -1.2805  0.22
H  0.1188  -0.3967  -2.1817  0.47
H  -0.5607  -3.3223  -0.0138  0.20
H  1.3461  3.4377  1.0253  0.22
H  2.1209  1.1355  1.9380  0.22
H  -2.4240  -1.5507  -0.1117  0.22
H  1.6064  -3.1748  -0.2777  0.21

Calculated values
LUMO energy (eV): -0.37
HOMO (eV): -7.976
ΔE to the lowest compared entry with this formula, charge and spin (kcal/mol): 103.3
HOMO-LUMO gap (eV): 7.61